Entry 1:
Below is a 8-piece molecular cluster, C28H78F3N7O11 overall, with properties calculated with the ωB97M-V functional and the def2-TZVPD basis.

The net charge is +4. As for the frontier orbital gap: 7.84 eV. The calculation puts the total energy at -2622.6822 hartree. Its HOMO energy is -16.5 eV.

Last column: Mulliken charge in e.
CARTESIAN COORDINATES (ANGSTROEM)
C  0.5735  -3.3530  4.6739  -1.4578
C  -0.8739  -3.5460  4.2842  1.0013
C  -1.6764  -4.3666  5.2638  -0.9004
O  -2.9672  -4.5392  4.7622  -0.2729
C  -3.7288  -5.4639  5.5428  -0.8416
N  -1.5257  -2.1583  4.2737  -0.0454
H  -1.0424  -1.6356  3.5225  -0.0598
H  -2.5189  -2.2033  4.0378  0.3912
H  -1.4060  -1.6048  5.1213  0.4329
H  1.1993  -2.8576  3.9357  0.2838
H  0.9662  -4.3264  4.9661  0.4458
H  0.6725  -2.7275  5.5693  0.4091
H  -0.9441  -3.8835  3.2508  -0.2849
H  -1.6591  -3.8414  6.2336  0.4309
H  -1.1364  -5.3028  5.4540  0.4487
H  -3.8959  -5.1985  6.5867  0.3497
H  -3.3484  -6.4743  5.3862  0.3367
H  -4.7279  -5.4737  5.1012  0.2764
C  3.1282  3.3603  6.0450  -1.4521
C  2.8274  2.3106  5.0158  0.2544
C  2.9625  0.8624  5.4572  -0.6902
O  2.3356  -0.0149  4.5593  -0.0721
C  3.1724  -0.5457  3.5445  -0.7164
N  1.3653  2.4842  4.5630  -0.0937
H  1.1339  1.8468  3.7832  0.1583
H  0.7179  2.3214  5.3328  0.4083
H  1.2538  3.4217  4.1768  0.4424
H  2.4400  3.3195  6.8977  0.3873
H  3.0402  4.3855  5.6836  0.4178
H  4.1135  3.2302  6.4916  0.3910
H  3.3602  2.4765  4.0772  0.2683
H  2.3901  0.7316  6.3816  0.2937
H  4.0188  0.6550  5.6451  0.4325
H  2.5780  -1.0865  2.8127  -0.0233
H  3.9099  -1.2271  3.9790  0.4045
H  3.7091  0.2435  3.0035  0.3811
C  1.5210  -3.2071  -2.1299  -1.4961
C  1.8748  -2.1101  -3.0931  0.7090
C  3.3716  -2.0085  -3.3464  -1.0535
O  3.6675  -1.1954  -4.4720  -0.2474
C  4.8673  -1.6179  -5.1349  -0.8589
N  1.1321  -2.1536  -4.3748  0.0925
H  0.1173  -1.9426  -4.2711  -0.0771
H  1.5043  -1.4733  -5.0415  0.4232
H  1.1755  -3.0595  -4.8509  0.4248
H  2.2656  -3.1325  -1.3283  0.4334
H  1.6718  -4.2367  -2.4584  0.4520
H  0.5539  -3.0772  -1.6526  0.2149
H  1.5860  -1.1353  -2.6881  0.0677
H  3.7663  -3.0275  -3.4714  0.5510
H  3.9182  -1.6797  -2.4545  0.3772
H  4.7419  -1.3628  -6.1841  0.2923
H  5.0748  -2.6863  -5.0532  0.3580
H  5.7466  -1.1324  -4.7012  0.2961
C  -2.7598  2.5798  0.8957  -0.9790
C  -3.4140  3.7436  1.6604  0.3407
C  -3.5078  5.0801  0.9644  -0.7796
O  -4.3330  5.9052  1.7302  -0.4274
C  -3.7758  7.1528  2.1567  -0.7204
N  -4.8284  3.3388  2.1133  -0.3185
H  -5.4427  3.1476  1.3185  0.3474
H  -4.7840  2.4802  2.6639  0.3428
H  -5.2366  4.0393  2.7409  0.3655
H  -2.1423  3.0736  0.1486  0.1473
H  -3.4900  1.9525  0.3811  0.3246
H  -2.1967  1.9267  1.5555  0.3183
H  -2.9242  3.8225  2.6316  0.2722
H  -3.7973  5.0883  -0.0884  0.3427
H  -2.4645  5.4290  1.0410  0.4886
H  -3.4144  7.7365  1.3139  0.3124
H  -2.9137  6.8783  2.7900  0.3088
H  -4.4101  7.6926  2.8503  0.2843
C  -3.3359  -1.0236  -0.0346  -1.3497
C  -2.6011  -2.3303  -0.2938  0.9812
C  -2.9293  -3.4370  0.6860  -0.2362
O  -1.9200  -4.4027  0.5899  -0.3569
C  -2.1110  -5.5072  1.4941  -0.7550
N  -2.7688  -2.7893  -1.6864  0.0961
H  -2.3432  -3.6882  -1.9377  0.4951
H  -3.7262  -2.9896  -2.0039  0.4636
H  -2.3966  -2.1204  -2.4034  -0.1399
H  -2.9342  -0.5720  0.8712  0.2626
H  -4.4132  -1.1546  0.0773  0.5543
H  -3.1202  -0.3564  -0.8727  0.0357
H  -1.5399  -2.0833  -0.2061  -0.2258
H  -3.9306  -3.8600  0.5178  0.4136
H  -2.9763  -2.9673  1.6821  0.0319
H  -2.6437  -5.2023  2.3970  0.2296
H  -1.1061  -5.8546  1.7147  0.2525
H  -2.6989  -6.2870  1.0087  0.3720
C  2.3555  1.7803  -4.1111  -1.1490
C  3.4795  2.6778  -4.5820  0.1512
C  4.8300  2.1126  -4.2246  -0.1487
O  5.8048  2.8916  -4.8612  -0.4144
C  7.1493  2.4969  -4.5785  -0.6717
N  3.4508  2.8556  -6.0836  -0.2468
H  4.3624  3.2514  -6.3650  0.3935
H  3.3340  1.9709  -6.5805  0.3265
H  2.7623  3.5294  -6.4280  0.3895
H  1.3915  2.2121  -4.3821  0.4693
H  2.4374  1.6458  -3.0305  0.4551
H  2.3705  0.7498  -4.4636  0.0167
H  3.4376  3.6803  -4.1632  0.3211
H  4.9865  1.0418  -4.3802  -0.1125
H  4.9269  2.2971  -3.1403  0.4280
H  7.3366  2.8859  -3.5739  0.2950
H  7.8394  2.9468  -5.2855  0.2871
H  7.3262  1.4198  -4.6363  0.2578
N  -0.0330  -0.1762  1.4104  0.6749
O  -0.7531  0.1754  0.4670  -0.4901
O  0.5586  0.6562  2.1506  -0.7277
O  0.0479  -1.3995  1.7007  -0.6332
C  -1.7073  -0.3377  -4.4104  1.2259
O  -2.5001  0.6367  -3.7113  -0.4877
O  -1.6963  -1.5299  -3.8252  -1.2837
C  -2.2415  -0.2713  -5.8491  0.7651
F  -1.4384  -1.0207  -6.6351  -0.2707
F  -3.5019  -0.6616  -5.9505  -0.2518
F  -2.1615  0.9917  -6.3112  -0.2729
C  -1.9117  1.5429  -2.8513  0.8961
C  -2.9131  2.6922  -2.6702  -1.5936
H  -2.5715  3.6191  -2.2152  0.3008
H  -3.2225  2.9420  -3.6917  0.5429
H  -3.8811  2.3637  -2.2751  0.2540
H  -1.0461  2.0554  -3.3019  -0.0628
H  -1.5861  1.1847  -1.8636  -0.1125
H  -0.6660  0.0695  -4.4736  -0.7109

---

Entry 2:
Below is C23H52O3P4SeTi as an isolated structure, with properties calculated with the ωB97M-V functional and the def2-TZVPD basis.

Its multiplicity is 2. The net charge is +3. As for the frontier orbital gap (spin up / spin down): 5.99 / 4.37 eV. The calculation puts the total energy at -5748.3953 hartree. As for the expectation value of S²: 0.78. Its HOMO energy (spin up / spin down) is -16.0 / -16.0 eV.

Last column: Mulliken spin population.
CARTESIAN COORDINATES (ANGSTROEM)
Ti  0.7190  0.4535  0.2924  0.0430
P  2.4354  -0.4400  1.5132  -0.0108
P  -0.6862  1.3915  1.8608  0.0113
P  1.7576  2.4992  -0.0217  -0.0033
H  -0.7075  0.1456  -2.1622  0.0012
C  0.1846  0.6683  -1.8117  -0.0201
C  1.4236  -0.0850  -1.6811  -0.0141
H  1.4192  -1.1445  -1.9219  -0.0022
C  2.5212  -2.2561  1.8840  0.0015
C  2.8961  0.1540  3.2132  0.0026
C  4.0969  -0.3050  0.6992  0.0041
C  -2.2135  2.2986  1.3017  -0.0039
C  -1.4883  0.3349  3.1647  0.0013
C  -0.0705  2.6794  3.0545  0.0016
C  2.8745  2.7083  -1.4829  0.0001
C  2.8787  3.2623  1.2411  -0.0008
C  0.6478  3.9423  -0.3548  0.0029
H  0.2264  1.6713  -2.2407  -0.0016
H  2.3533  0.3781  -1.9999  0.0007
H  2.3548  -2.8259  0.9650  -0.0004
H  1.7479  -2.5255  2.6073  0.0000
H  3.5000  -2.5261  2.2983  -0.0001
H  2.0620  -0.0442  3.8939  -0.0005
H  3.0700  1.2327  3.1968  -0.0003
H  3.7949  -0.3463  3.5960  -0.0001
H  4.0417  -0.7969  -0.2760  -0.0005
H  4.8889  -0.7690  1.2996  0.0003
H  4.3508  0.7444  0.5288  0.0004
H  -2.7942  2.6919  2.1456  0.0019
H  -2.8413  1.6245  0.7145  -0.0030
H  -1.9220  3.1250  0.6489  -0.0015
H  -2.0943  0.9469  3.8428  -0.0001
H  -0.7099  -0.1728  3.7427  -0.0002
H  -2.1322  -0.4248  2.7167  0.0003
H  -0.8655  2.9716  3.7502  0.0001
H  0.2696  3.5734  2.5273  0.0002
H  0.7702  2.2737  3.6242  -0.0005
H  3.2387  3.7406  -1.5186  0.0000
H  2.3365  2.4883  -2.4081  0.0001
H  3.7274  2.0291  -1.4080  0.0001
H  3.1767  4.2703  0.9312  0.0000
H  3.7780  2.6498  1.3470  0.0001
H  2.3880  3.3181  2.2134  -0.0004
H  1.2248  4.8322  -0.6309  0.0004
H  0.0457  4.1732  0.5263  0.0005
H  -0.0296  3.6779  -1.1710  -0.0063
C  -3.5871  3.0641  -3.9106  0.1754
C  -2.6191  2.1631  -4.3662  0.0374
C  -2.4234  1.9906  -5.7360  0.0141
C  -3.1853  2.7093  -6.6575  0.1812
C  -4.1497  3.6071  -6.1982  0.0000
C  -4.3538  3.7874  -4.8312  0.0841
Se  -3.9175  3.3588  -2.0406  0.4957
H  -2.8956  2.4006  -1.5871  -0.0052
H  -2.0195  1.5975  -3.6590  0.0129
H  -1.6693  1.2885  -6.0805  0.0035
H  -3.0290  2.5713  -7.7231  0.0013
H  -4.7498  4.1731  -6.9052  0.0030
H  -5.1077  4.4893  -4.4851  -0.0024
C  -1.4330  -3.2520  4.3937  0.0000
C  -0.4715  -2.7951  3.3049  0.0001
O  -1.2357  -2.2255  2.2573  0.0001
P  -0.6575  -2.0359  0.6337  -0.0059
O  -1.5350  -3.5440  0.6708  0.0001
C  -0.7430  -4.6935  0.9468  0.0001
C  -1.1081  -5.8720  0.0453  0.0000
O  -0.3027  -1.8881  -1.0110  0.0006
C  -0.4954  -3.0212  -1.8360  0.0000
C  0.7943  -3.8352  -2.0149  0.0002
H  -2.0342  -2.3904  4.7561  0.0000
H  -0.8629  -3.6718  5.2502  0.0000
H  -2.1194  -4.0300  4.0000  0.0000
H  0.1705  -2.0391  3.7887  -0.0003
H  0.1196  -3.6762  3.0293  0.0000
H  -1.0099  -5.0586  1.9588  0.0000
H  0.3473  -4.4999  0.9080  0.0000
H  -0.8702  -5.6916  -1.0152  0.0000
H  -0.5339  -6.7680  0.3664  0.0000
H  -2.1903  -6.0953  0.1365  0.0000
H  -1.3796  -3.6219  -1.5723  -0.0001
H  -0.7675  -2.6408  -2.8424  0.0000
H  1.1748  -4.2301  -1.0588  -0.0001
H  0.6034  -4.6865  -2.7007  0.0000
H  1.6007  -3.2264  -2.4668  -0.0001

---

Entry 3:
Below is C42H51N5V as an isolated structure, with properties calculated with the ωB97M-V functional and the def2-TZVPD basis.

Its multiplicity is 4. The net charge is 0. As for the frontier orbital gap (spin up / spin down): 5.97 / 5.62 eV. The calculation puts the total energy at -2848.9677 hartree. As for the expectation value of S²: 3.77. Its HOMO energy (spin up / spin down) is -6.3 / -6.3 eV.

Last column: Mulliken spin population.
CARTESIAN COORDINATES (ANGSTROEM)
V  -0.0184  0.0348  -0.7621  2.6406
C  -5.7301  2.1279  0.4159  0.0024
C  -5.4256  1.6116  -0.9919  0.0008
C  -4.2447  0.6983  -0.9619  0.0127
C  -4.2389  -0.6656  -0.9465  0.0158
C  -5.4014  -1.6029  -0.9638  0.0027
C  -5.7052  -2.1142  0.4449  0.0035
C  -2.8544  -1.0654  -0.8709  0.1059
N  -2.0357  0.0253  -0.8285  -0.1440
C  -2.8614  1.1085  -0.8924  0.1125
C  -2.4342  2.4234  -0.9136  -0.0252
C  -1.1135  2.8366  -0.9166  0.0951
C  -0.7064  4.2198  -0.9756  0.0167
C  -1.6358  5.3873  -0.9867  0.0015
C  -2.0665  5.7678  0.4301  0.0018
C  0.6569  4.2191  -1.0014  0.0192
C  1.0663  2.8338  -0.9799  0.1035
C  2.3841  2.4187  -1.0630  -0.0543
C  2.8152  1.1016  -1.1124  0.0704
N  1.9910  0.0180  -1.0897  -0.0408
C  2.8032  -1.0777  -1.0796  0.0801
C  2.3737  -2.3932  -0.9967  -0.0309
C  1.0549  -2.8092  -0.9504  0.0663
N  -0.0341  -1.9847  -0.9003  -0.0633
C  -1.1217  -2.8049  -0.8938  0.0911
C  -2.4383  -2.3835  -0.8754  -0.0291
C  -0.7197  -4.1889  -0.9348  0.0084
C  0.6442  -4.1925  -0.9646  0.0214
C  1.5685  -5.3645  -0.9809  0.0029
C  2.1101  -5.6527  0.4218  0.0015
C  -1.6549  -5.3524  -0.9233  0.0011
C  -2.1253  -5.6618  0.4997  0.0014
C  4.1879  -0.6801  -1.1045  0.0228
C  4.1968  0.6860  -1.1332  0.0175
C  5.3834  1.5924  -1.0862  0.0035
C  5.6848  2.0264  0.3516  0.0012
C  5.3553  -1.6130  -1.0864  0.0011
C  5.6601  -2.1731  -2.4767  0.0020
N  -0.0248  2.0153  -0.9041  -0.1351
C  1.5788  5.3920  -0.9832  0.0024
C  2.1133  5.6232  0.4311  0.0037
H  -6.5673  2.8225  0.4006  -0.0007
H  -4.8574  2.6350  0.8220  0.0001
H  -5.9793  1.2964  1.0721  0.0002
H  -5.2340  2.4561  -1.6586  -0.0002
H  -6.2969  1.0763  -1.3777  0.0001
H  -5.1921  -2.4480  -1.6238  -0.0001
H  -6.2865  -1.0961  -1.3518  0.0002
H  -4.8448  -2.6396  0.8510  0.0000
H  -6.5559  -2.7922  0.4367  -0.0007
H  -5.9332  -1.2775  1.1011  0.0000
H  -3.1942  3.1881  -0.9621  -0.0034
H  -2.5210  5.1498  -1.5807  -0.0003
H  -1.1442  6.2438  -1.4520  0.0003
H  -2.5531  4.9261  0.9173  0.0001
H  -2.7549  6.6099  0.4073  -0.0008
H  -1.1987  6.0478  1.0212  0.0004
H  3.1442  3.1846  -1.0958  -0.0012
H  3.1345  -3.1595  -0.9821  -0.0014
H  -3.2035  -3.1445  -0.9033  -0.0007
H  2.4027  -5.1731  -1.6615  -0.0001
H  1.0351  -6.2453  -1.3455  0.0002
H  2.6421  -4.7850  0.8053  0.0005
H  2.7929  -6.4996  0.4058  -0.0004
H  1.2909  -5.8774  1.1016  0.0002
H  -1.1515  -6.2308  -1.3338  0.0003
H  -2.5200  -5.1379  -1.5565  -0.0002
H  -1.2681  -5.8924  1.1285  0.0003
H  -2.8009  -6.5147  0.5040  -0.0005
H  -2.6407  -4.8015  0.9218  -0.0003
H  5.1998  2.4772  -1.6994  0.0001
H  6.2547  1.0741  -1.4926  -0.0001
H  4.8240  2.5368  0.7795  -0.0002
H  6.5383  2.7012  0.3728  -0.0003
H  5.9139  1.1585  0.9683  0.0003
H  5.1536  -2.4380  -0.3982  0.0003
H  6.2380  -1.0894  -0.7166  -0.0005
H  4.7996  -2.7089  -2.8690  0.0006
H  6.5082  -2.8543  -2.4352  -0.0003
H  5.8963  -1.3638  -3.1638  -0.0002
H  1.0446  6.2844  -1.3123  0.0001
H  2.4158  5.2319  -1.6665  -0.0002
H  1.2912  5.8243  1.1135  0.0000
H  2.8005  6.4659  0.4539  -0.0007
H  2.6344  4.7372  0.7845  -0.0003
N  0.7949  -0.2546  1.3426  -0.0283
C  0.3454  -0.0697  2.6673  0.0134
C  -0.8414  -0.6664  3.0888  -0.0038
C  -1.2556  -0.5271  4.3997  0.0088
C  -0.4961  0.2004  5.3022  -0.0014
C  0.6783  0.8036  4.8859  0.0019
C  1.0990  0.6737  3.5736  -0.0048
H  1.7258  0.1430  1.2157  0.0159
H  0.8005  -1.2435  1.0851  -0.0018
H  -1.4214  -1.2330  2.3693  -0.0016
H  -2.1789  -0.9859  4.7184  0.0002
H  -0.8253  0.2961  6.3246  -0.0001
H  1.2644  1.3753  5.5887  0.0001
H  2.0184  1.1441  3.2465  0.0004

---

> Among the records above, which one has the lowest net charge?

C42H51N5V